1.
This record from the OMol25 dataset describes C40H42CoFN6O3P as an isolated structure. The level of theory is ωB97M-V/def2-TZVPD.

Positions of all 94 atoms, in Å:
Co (0.749, 1.469, 0.376)
N (1.917, 0.231, 1.883)
C (2.356, 0.864, 3.099)
C (2.525, 0.148, 4.274)
C (2.933, 0.802, 5.427)
C (3.181, 2.168, 5.409)
C (3.004, 2.885, 4.238)
C (2.584, 2.242, 3.075)
P (2.219, 3.089, 1.518)
C (3.774, 3.231, 0.610)
C (5.006, 3.299, 1.257)
C (6.168, 3.445, 0.515)
C (6.102, 3.530, -0.869)
C (4.876, 3.464, -1.517)
C (3.713, 3.309, -0.781)
C (1.751, 4.774, 2.004)
C (2.345, 5.898, 1.438)
C (1.877, 7.166, 1.762)
C (0.819, 7.318, 2.645)
C (0.224, 6.199, 3.217)
C (0.686, 4.933, 2.896)
H (2.688, 0.076, 1.236)
H (1.490, -0.670, 2.072)
H (2.345, -0.920, 4.287)
H (3.063, 0.240, 6.342)
H (3.504, 2.673, 6.309)
H (3.172, 3.955, 4.226)
H (5.061, 3.230, 2.337)
H (7.125, 3.491, 1.017)
H (7.010, 3.640, -1.446)
H (4.828, 3.514, -2.596)
H (2.760, 3.224, -1.290)
H (3.172, 5.785, 0.749)
H (2.348, 8.037, 1.325)
H (0.462, 8.308, 2.897)
H (-0.593, 6.315, 3.917)
H (0.227, 4.062, 3.354)
F (-4.423, -2.975, 1.285)
C (-3.391, -3.104, 0.429)
C (-2.442, -2.124, 0.403)
C (-1.376, -2.199, -0.498)
C (-0.390, -1.115, -0.545)
O (-0.542, -0.143, 0.238)
C (0.641, -1.257, -1.519)
C (0.639, -2.365, -2.323)
N (-0.244, -3.374, -2.259)
C (-0.146, -4.479, -3.191)
C (1.202, -5.049, -3.492)
C (0.226, -5.838, -2.670)
C (-1.297, -3.300, -1.359)
C (-2.272, -4.304, -1.301)
C (-3.336, -4.222, -0.421)
N (-4.309, -5.250, -0.420)
C (-4.998, -5.561, -1.664)
C (-5.095, -7.085, -1.787)
N (-5.122, -7.662, -0.391)
C (-5.923, -6.793, 0.534)
C (-5.174, -5.467, 0.735)
C (1.773, -0.268, -1.795)
O (2.417, -0.430, -2.815)
O (1.965, 0.665, -0.930)
H (-2.526, -1.269, 1.059)
H (1.411, -2.439, -3.078)
H (-0.860, -4.418, -4.003)
H (2.057, -4.635, -2.978)
H (1.389, -5.351, -4.512)
H (0.433, -5.915, -1.611)
H (-0.252, -6.700, -3.114)
H (-2.184, -5.168, -1.943)
H (-4.451, -5.165, -2.516)
H (-5.995, -5.107, -1.684)
H (-4.228, -7.514, -2.286)
H (-6.000, -7.409, -2.296)
H (-4.163, -7.706, -0.043)
H (-5.489, -8.613, -0.406)
H (-6.070, -7.322, 1.472)
H (-6.891, -6.656, 0.057)
H (-4.559, -5.510, 1.633)
H (-5.921, -4.684, 0.879)
C (-0.806, 6.428, -1.195)
C (-0.759, 4.948, -1.356)
C (-0.989, 4.129, -2.442)
C (-0.771, 2.821, -1.992)
N (-0.427, 2.828, -0.703)
N (-0.421, 4.137, -0.343)
C (-0.851, 1.561, -2.785)
H (-1.326, 6.880, -2.035)
H (0.203, 6.842, -1.154)
H (-1.322, 6.709, -0.277)
H (-1.279, 4.437, -3.433)
H (-0.187, 4.412, 0.599)
H (-1.650, 1.634, -3.521)
H (-1.055, 0.711, -2.136)
H (0.084, 1.380, -3.318)

Summary:
relative energy (zero: lowest compared OMol25 entry of this formula, charge and spin): 9.9 kJ/mol
charge: +2
⟨S²⟩: 3.758
spin multiplicity: 4
largest force on an atom: 0.24 eV/A
frontier orbital gap (spin up / spin down): 0.276 / 0.293 Ha

Atom charges from the Löwdin analysis, given in e for atoms 1 to 2: 0.673, 0.044

***

2.
This record from the OMol25 dataset describes an isolated molecule of C3H5N3. The level of theory is ωB97M-V/def2-TZVPD.

Positions of all 11 atoms, in Å:
N (-1.711, -0.568, -0.185)
C (-0.406, -0.053, -0.030)
C (0.796, -0.859, -0.172)
N (1.962, -0.355, -0.009)
N (0.957, 1.999, 0.466)
C (0.025, 1.209, 0.269)
H (-2.247, -0.136, -0.927)
H (-2.257, -0.588, 0.668)
H (0.594, -1.907, -0.424)
H (2.704, -1.037, -0.142)
H (-0.419, 2.295, 0.486)

Summary:
relative energy (zero: lowest compared OMol25 entry of this formula, charge and spin): 455.8 kJ/mol
spin multiplicity: 1
largest force on an atom: 0.83 eV/A
frontier orbital gap: 0.279 Ha

Atom charges from the natural (NBO) analysis, given in e for atoms 1 to 2: -0.818, -0.185

***

3.
This record from the OMol25 dataset describes an isolated ion of composition C5H9N and charge +1 at a distorted geometry. The level of theory is ωB97M-V/def2-TZVPD.

Positions of all 15 atoms, in Å:
C (1.289, -1.337, 0.914)
C (0.358, -1.001, -0.258)
C (0.117, 0.453, -0.499)
C (-0.116, 1.015, -1.701)
C (-1.513, 1.420, 0.876)
N (-0.283, 1.229, 0.641)
H (1.781, -2.294, 0.784)
H (2.062, -0.569, 1.002)
H (0.796, -1.310, 1.887)
H (-0.625, -1.449, -0.100)
H (0.819, -1.409, -1.157)
H (0.177, 0.519, -2.617)
H (-0.650, 1.945, -1.854)
H (-2.112, 2.301, 1.114)
H (-2.100, 0.488, 0.969)

Summary:
relative energy (zero: lowest compared OMol25 entry of this formula, charge and spin): 276.3 kJ/mol
charge: +1
⟨S²⟩: 0.775
spin multiplicity: 2
largest force on an atom: 2.95 eV/A
frontier orbital gap (spin up / spin down): 0.361 / 0.266 Ha

Atom charges from the natural (NBO) analysis, given in e for atoms 1 to 2: -0.612, -0.461